# 1
Below is C13H43BeN20O19Pb as an isolated structure in a non-equilibrium geometry, with properties calculated with ωB97M-V/def2-TZVPD.

The charge is +1. As for the total energy: -88531.6616 eV. The value obtained for the frontier orbital gap is 5.2 eV.

Last column: Löwdin charge in e.
Atoms and positions in Å:
Be  -0.62357  0.44317  -0.06623  1.02
Pb  0.89400  4.54238  0.57858  1.69
O  -1.43416  2.80874  3.61550  0.17
C  -1.15649  2.14933  2.48777  -0.77
O  -1.44628  1.03572  2.14523  0.05
O  -0.62833  2.78750  1.50639  -0.26
H  -1.31236  3.70184  3.28515  0.11
O  0.22029  3.00507  -3.59143  0.12
C  -0.06362  2.23905  -2.52269  -0.84
O  -0.81049  1.24108  -2.52983  0.01
O  0.25850  2.63656  -1.44822  -0.10
H  0.58649  3.80911  -3.21590  0.12
O  4.05354  1.17296  1.26417  0.15
C  2.88127  1.75958  1.05493  -0.87
O  1.88354  1.03048  0.90948  -0.03
O  2.81788  2.98300  1.05055  -0.16
H  4.56097  1.98719  1.29809  0.12
C  -2.69852  3.48188  -5.79063  -0.76
O  -3.48980  4.09784  -6.49718  0.02
N  -1.47387  3.09206  -6.09128  0.17
N  -3.00291  3.14238  -4.55031  0.15
H  -1.06051  3.27519  -6.99444  0.12
H  -0.91454  2.84135  -5.28855  0.06
H  -3.98631  3.27058  -4.35900  0.12
H  -2.36664  2.52277  -4.06934  0.07
C  -2.99179  -1.48572  -1.57617  -0.81
O  -2.36871  -1.36215  -0.55403  0.05
N  -2.96284  -0.74987  -2.63835  0.19
N  -3.77274  -2.41519  -1.85070  0.19
H  -3.50019  -0.87161  -3.48484  0.13
H  -2.32757  0.03211  -2.56746  0.06
H  -3.95831  -3.15587  -1.18959  0.14
H  -4.07948  -2.43124  -2.81286  0.13
C  0.25313  -1.83243  2.46095  -0.70
O  -0.00698  -1.41184  1.35470  0.03
N  -0.16242  -1.29503  3.60075  0.16
N  0.71135  -3.06689  2.70104  0.20
H  -0.75059  -0.47671  3.53360  0.08
H  0.39063  -1.55387  4.40526  0.12
H  0.84535  -3.73450  1.95509  0.12
H  0.77624  -3.41875  3.64554  0.12
C  -3.78346  2.41132  -0.48686  -0.72
O  -3.10867  1.38413  -0.47781  0.02
N  -5.07944  2.31857  -0.26662  0.19
N  -3.41679  3.63651  -0.77588  0.19
H  -5.52441  1.42807  -0.09604  0.13
H  -5.55292  3.20701  -0.18543  0.11
H  -2.42459  3.67334  -0.59072  0.09
H  -3.98075  4.47196  -0.71208  0.12
C  2.21805  1.29141  5.01805  -0.83
O  3.32484  1.69353  4.96253  0.09
N  1.44849  1.02761  6.01716  0.18
N  1.59638  0.92963  3.93148  0.18
H  1.77823  1.56211  6.80817  0.13
H  0.65947  0.39710  6.01875  0.12
H  0.61327  0.71356  4.01460  0.07
H  2.01877  1.01672  3.01819  0.08
C  4.23320  1.85041  -3.93155  -0.79
O  3.64349  1.30427  -4.82403  0.06
N  3.76783  1.90537  -2.68762  0.17
N  5.32757  2.52151  -4.09946  0.17
H  2.79125  1.65319  -2.63468  0.09
H  4.22325  2.38477  -1.92417  0.10
H  5.86969  2.85407  -3.31485  0.11
H  5.74557  2.73097  -4.99473  0.13
C  1.94481  -1.31919  -1.78107  -0.76
O  0.78917  -1.30802  -1.40479  0.02
N  2.30919  -1.55453  -2.97143  0.21
N  2.98526  -0.97640  -1.00989  0.19
H  1.59876  -1.64956  -3.68303  0.14
H  3.15916  -1.01107  -3.01936  0.10
H  2.76032  -0.67986  -0.07097  0.07
H  3.91353  -1.12693  -1.37835  0.12
C  -1.06395  -5.97298  -0.34691  -0.85
O  -1.00061  -6.25793  0.79799  0.07
N  -1.12822  -6.84926  -1.22787  0.17
N  -1.02898  -4.74049  -0.89204  0.17
H  -1.11077  -6.51762  -2.18171  0.12
H  -0.81586  -7.76576  -0.94052  0.14
H  -1.15773  -4.74704  -1.89378  0.09
H  -1.05065  -3.88466  -0.35615  0.09
C  -4.41256  -1.32117  3.08165  -0.73
O  -5.33676  -1.34164  3.95149  -0.03
N  -4.15323  -0.28106  2.34447  0.18
N  -3.58640  -2.34108  3.01305  0.18
H  -3.15455  -0.15729  2.25841  0.06
H  -4.72482  0.54836  2.41839  0.12
H  -3.63453  -2.97842  3.79508  0.12
H  -2.82052  -2.30843  2.35542  0.10
C  4.40917  -2.50275  2.36612  -0.79
O  3.81630  -3.32732  1.64782  0.00
N  3.81429  -1.44910  2.82182  0.18
N  5.59584  -2.64103  2.80643  0.17
H  4.23287  -0.81194  3.48432  0.11
H  2.85961  -1.26699  2.54698  0.08
H  5.89187  -3.59484  2.95710  0.13
H  5.92829  -2.05833  3.56144  0.12

# 2
Below is a 7-piece molecular cluster, C13H43O16P3 overall in a non-equilibrium geometry, with properties calculated with ωB97M-V/def2-TZVPD.

As for the total energy: -74810.4504 eV. The value obtained for the frontier orbital gap is 9.8 eV. For the energy relative to the best compared isomer or geometry (same formula, charge and spin), the calculation gives 0.000 eV.

Last column: Löwdin charge in e.
Atoms and positions in Å:
C  -0.27511  -0.28021  4.86039  -0.08
O  1.01430  0.32202  4.71507  -0.21
P  1.30197  1.35792  3.55024  0.29
O  2.62915  1.93673  3.67193  -0.21
O  0.98081  0.58093  2.21747  -0.22
C  1.91443  -0.48059  1.90934  -0.06
O  0.11101  2.37302  3.54801  -0.22
C  0.01628  3.29238  4.64162  -0.08
H  -0.51604  -0.30348  5.92177  0.09
H  -0.25601  -1.29523  4.47195  0.09
H  -1.05165  0.28388  4.34262  0.09
H  2.66751  -0.10859  1.21678  0.08
H  1.35311  -1.29621  1.46426  0.07
H  2.41367  -0.84741  2.80750  0.09
H  0.49960  2.90457  5.53828  0.09
H  -1.04141  3.42881  4.86973  0.09
H  0.43841  4.25105  4.35248  0.09
C  3.69001  -0.54127  -2.29618  -0.07
O  4.94215  -0.45407  -1.58984  -0.19
P  5.41941  0.90578  -0.97941  0.30
O  5.84916  1.91856  -1.94323  -0.23
O  6.52443  0.44051  0.03979  -0.20
C  7.88563  0.35185  -0.37676  -0.09
O  4.22189  1.30844  -0.03423  -0.23
C  4.34482  2.55803  0.67063  -0.07
H  3.17057  -1.42823  -1.95161  0.08
H  3.91483  -0.57845  -3.36256  0.09
H  3.09348  0.35218  -2.11322  0.08
H  7.99491  0.50302  -1.45065  0.08
H  8.25958  -0.64492  -0.13841  0.09
H  8.47886  1.08869  0.16073  0.09
H  5.09444  3.19618  0.20508  0.08
H  4.55905  2.36214  1.71884  0.08
H  3.38725  3.07620  0.62630  0.08
C  -7.62491  0.51365  -0.37476  -0.07
O  -6.68780  -0.32220  0.32733  -0.20
P  -5.46816  -0.95851  -0.42801  0.33
O  -4.57173  -1.69775  0.44893  -0.20
O  -4.84456  0.23551  -1.24153  -0.20
C  -3.43098  0.23337  -1.51619  -0.08
O  -6.10521  -1.81480  -1.59808  -0.21
C  -6.88181  -2.96168  -1.24614  -0.09
H  -8.61441  0.07295  -0.25956  0.09
H  -7.37798  0.58931  -1.43048  0.09
H  -7.61966  1.49096  0.09982  0.09
H  -3.20851  -0.34507  -2.41544  0.09
H  -2.87744  -0.25929  -0.71578  0.07
H  -3.10968  1.26422  -1.59677  0.08
H  -6.23974  -3.78925  -0.94482  0.09
H  -7.44808  -3.25738  -2.12606  0.09
H  -7.58073  -2.74347  -0.43624  0.09
C  0.42053  -1.36764  -5.00393  -0.12
O  1.35260  -2.28278  -4.42412  -0.13
H  0.84196  -0.36149  -5.07355  0.08
H  0.12385  -1.69417  -6.00202  0.08
H  -0.45125  -1.33834  -4.35550  0.08
H  2.20736  -2.15790  -4.84552  0.09
C  -1.23509  -3.10501  1.45005  -0.17
O  -2.59622  -3.38348  1.72450  -0.13
H  -0.87803  -3.64425  0.56199  0.08
H  -1.08186  -2.03651  1.26858  0.06
H  -0.64193  -3.43826  2.29847  0.07
H  -3.12011  -2.85492  1.10950  0.02
C  0.06252  2.91748  -0.48907  -0.14
O  -0.85120  2.53403  -1.51970  -0.13
H  -0.54662  3.22215  0.36637  0.08
H  0.73627  2.13140  -0.15270  0.06
H  0.53462  3.85427  -0.79735  0.08
H  -0.44964  2.74430  -2.36595  0.07
C  0.24611  -0.81861  -1.37238  -0.15
O  0.76710  -2.10715  -1.64333  -0.13
H  0.84789  -0.06089  -1.88838  0.07
H  -0.77234  -0.75157  -1.77254  0.06
H  0.23489  -0.60442  -0.30933  0.06
H  0.90946  -2.18104  -2.59503  0.02